Computed, not measured: a structure of composition C27H62N5O4S5SiSm in a non-equilibrium geometry, with the ωB97M-V functional and the def2-TZVPD basis.

Atoms and positions in Å:
Sm -0.339 0.553 -0.993
S -1.271 -1.691 0.197
S -2.095 0.028 -3.960
S 2.386 0.326 -0.709
S 1.081 3.872 -3.857
S 0.593 0.260 -3.536
Si -0.843 -2.037 2.200
O -2.166 -2.255 3.121
O -0.203 -0.641 2.810
O -2.240 0.191 -2.477
O 0.104 -3.337 2.475
N 0.367 3.191 -0.661
N -1.015 1.704 1.276
N 2.693 5.118 -5.442
N -2.277 2.526 -1.017
N 3.677 3.887 -3.661
C -4.390 -2.778 3.660
C -1.943 -1.767 -4.237
C -3.896 0.052 -4.463
C -3.040 -3.359 3.228
C -2.495 -4.323 4.288
C 1.991 -4.698 2.888
C -2.969 2.802 0.238
C -0.297 2.910 1.704
C 1.637 -1.072 -2.971
C -0.005 -0.322 4.184
C 3.399 -2.107 -1.578
C 2.607 4.321 -4.348
C -2.477 1.814 1.314
C 5.056 3.916 -4.093
C 3.713 6.083 -5.799
C -1.783 3.692 -1.739
C 2.250 -2.507 1.709
C 2.391 -1.023 -1.855
C -3.167 -4.078 1.889
C 1.287 0.490 4.278
C 0.126 -1.564 5.061
C -1.209 0.502 4.656
C 0.842 3.250 0.721
C 1.742 -2.232 -3.926
C 1.095 -4.401 0.559
C 1.343 -3.715 1.905
C -0.554 4.273 -1.023
H -2.122 -0.038 4.413
H -4.765 -2.114 2.885
H -2.221 -4.550 1.641
H -5.106 -3.575 3.833
H 0.413 -5.237 0.698
H 5.600 3.145 -3.557
H 0.643 -3.693 -0.134
H -3.392 -3.356 1.108
H -0.743 0.914 1.877
H -1.955 -1.945 -5.307
H -0.997 -2.087 -3.814
H 1.228 -1.982 -4.848
H -0.986 3.754 1.775
H 3.825 -1.964 -0.591
H -4.060 2.723 0.143
H -2.535 -3.865 5.274
H -2.843 2.133 2.302
H -2.545 4.478 -1.848
H 1.240 1.365 3.638
H 3.312 6.702 -6.598
H -4.455 -0.624 -3.827
H 1.458 0.796 5.306
H 1.786 -1.798 1.023
H -3.973 -0.244 -5.503
H -0.086 5.003 -1.689
H 3.203 -2.829 1.297
H 2.431 -1.996 2.653
H 0.143 2.784 2.699
H 0.986 -2.153 4.755
H -4.266 -2.204 4.575
H 2.127 -0.109 3.938
H -1.461 -4.562 4.046
H 1.162 3.208 -1.305
H 1.255 4.238 0.983
H 2.031 -4.768 0.146
H 5.134 3.719 -5.162
H 4.210 -2.054 -2.309
H -2.868 1.965 -1.627
H 2.956 -5.025 2.509
H -3.949 -4.830 1.931
H 5.522 4.881 -3.869
H 3.981 6.731 -4.959
H 1.349 -5.564 3.027
H -1.163 0.659 5.732
H -4.278 1.061 -4.346
H -2.881 0.814 1.110
H 2.137 -4.222 3.855
H -0.862 4.798 -0.117
H 1.637 2.505 0.830
H 1.769 5.332 -5.793
H 0.250 -1.270 6.100
H 4.621 5.601 -6.166
H -2.751 3.826 0.551
H -0.762 -2.176 4.970
H 2.949 -3.098 -1.638
H 1.293 -3.136 -3.507
H -2.758 -2.281 -3.742
H 2.785 -2.447 -4.159
H 3.443 3.215 -2.943
H -1.480 3.359 -2.738
H -3.083 -5.237 4.298
H -1.236 1.472 4.162

HOMO level (alpha / beta) in eV: -6.13 / -6.16
Expectation value of S²: 8.7605
2S+1: 6
Frontier orbital gap (alpha / beta) in eV: 6.5 / 6.5

Results of the Löwdin charge analysis, in e, for atoms 1 through 99:
1. Sm 1.0889
2. S 0.3284
3. S 0.7395
4. S 0.4457
5. S 0.6824
6. S 0.4466
7. Si -0.1428
8. O -0.1521
9. O -0.1879
10. O -0.7563
11. O -0.1382
12. N -0.1467
13. N -0.1464
14. N -0.0642
15. N -0.1390
16. N -0.0371
17. C -0.0234
18. C -0.2299
19. C -0.2276
20. C -0.6468
21. C -0.0215
22. C -0.0217
23. C -0.1781
24. C -0.1851
25. C -0.7742
26. C -0.6194
27. C -0.1394
28. C -0.8484
29. C -0.1980
30. C -0.0794
31. C -0.0895
32. C -0.2026
33. C -0.0382
34. C -0.8133
35. C -0.0502
36. C -0.0060
37. C -0.0195
38. C -0.0095
39. C -0.2131
40. C -0.1421
41. C -0.0332
42. C -0.6411
43. C -0.2296
44. H 0.0841
45. H 0.0853
46. H 0.0755
47. H 0.0826
48. H 0.0857
49. H 0.0897
50. H 0.0394
51. H 0.0519
52. H 0.0596
53. H 0.0633
54. H 0.0191
55. H 0.0496
56. H 0.1075
57. H 0.0373
58. H 0.1254
59. H 0.0830
60. H 0.1201
61. H 0.1238
62. H 0.0614
63. H 0.0857
64. H 0.0476
65. H 0.0912
66. H 0.0258
67. H 0.0457
68. H 0.0755
69. H 0.0834
70. H 0.0774
71. H 0.0994
72. H 0.0793
73. H 0.0820
74. H 0.0796
75. H 0.0776
76. H 0.0362
77. H 0.1246
78. H 0.0830
79. H 0.0833
80. H 0.0808
81. H 0.0823
82. H 0.0847
83. H 0.0886
84. H 0.0819
85. H 0.0889
86. H 0.0831
87. H 0.0883
88. H 0.0410
89. H 0.1040
90. H 0.0770
91. H 0.1054
92. H 0.0720
93. H 0.0925
94. H 0.0936
95. H 0.0681
96. H 0.1059
97. H 0.0656
98. H 0.0691
99. H 0.0794